[1]
Computed, not measured: a 2-piece molecular cluster, C3H4O2S overall, with ωB97M-V/def2-TZVPD.

Geometry (Å):
C1 -2.72 1.91 0.06
C2 -1.60 1.51 0.18
C3 0.66 -1.74 0.07
O1 1.86 0.59 1.23
O2 1.87 0.54 -1.21
S1 1.21 0.19 0.01
H1 -3.32 2.67 -0.38
H2 1.53 -2.27 -0.42
H3 0.60 -1.76 1.06
H4 -0.11 -1.64 -0.61

The gap between HOMO and LUMO (alpha / beta) is 6.7 / 8.6 eV. As for the LUMO energy (alpha / beta): -2.814 / -2.269 eV. Its max |F| is 0.120 hartree/bohr. The value obtained for the energy above the lowest of the compared OMol25 structures with the same formula, charge and spin is 183.6 kcal/mol. The value obtained for the HOMO energy (alpha / beta) is -9.490 / -10.882 eV. The total charge is 0. The value obtained for the total energy is -665.0930 hartree.

So, what does the Mulliken scheme give us? The charges, in e, come out as: -0.06 -0.39 -0.78 -0.46 -0.46 0.87 0.28 0.31 0.37 0.32

---

[2]
Computed, not measured: the molecule C3H4O2S2, with ωB97M-V/def2-TZVPD.

Geometry (Å):
O1 3.56 -1.17 0.41
C1 2.65 -0.47 0.27
C2 1.88 0.52 -0.10
O2 1.52 1.62 0.70
S1 0.71 0.24 -1.46
C3 -0.66 -0.53 -0.47
S2 -0.28 -2.20 0.07
H1 1.24 2.29 0.11
H2 -1.63 -0.38 -0.87
H3 -0.86 0.13 0.31
H4 0.52 -1.86 1.19

The gap between HOMO and LUMO is 9.0 eV. As for the LUMO energy: 0.112 eV. Its max |F| is 0.059 hartree/bohr. The value obtained for the energy above the lowest of the compared OMol25 structures with the same formula, charge and spin is 50.9 kcal/mol. The value obtained for the HOMO energy is -8.870 eV. The total charge is 0. Its SMILES is O=C=C(O)SCS. The value obtained for the total energy is -1063.4831 hartree.

So, what does the Mulliken scheme give us? The charges, in e, come out as: -0.35 0.52 -0.08 -0.49 -0.06 -0.66 -0.16 0.37 0.43 0.35 0.13

---

[3]
Computed, not measured: the molecule C3H4O3, with ωB97M-V/def2-TZVPD.

Geometry (Å):
O1 -34.02 5.21 40.90
C1 -33.41 5.85 40.03
O2 -33.74 5.89 38.75
C2 -32.56 6.19 37.96
C3 -31.64 6.77 39.01
O3 -32.31 6.44 40.19
H1 -32.31 5.18 37.64
H2 -32.91 6.86 37.18
H3 -31.66 7.86 38.94
H4 -30.71 6.31 38.70

The gap between HOMO and LUMO is 11.2 eV. As for the LUMO energy: 0.609 eV. Its max |F| is 0.126 hartree/bohr. The value obtained for the energy above the lowest of the compared OMol25 structures with the same formula, charge and spin is 30.1 kcal/mol. The value obtained for the HOMO energy is -10.554 eV. The total charge is 0. Its SMILES is O=C1OCCO1. The value obtained for the total energy is -342.4079 hartree.

So, what does the Mulliken scheme give us? The charges, in e, come out as: -0.59 0.72 -0.35 -0.32 -0.25 -0.30 0.25 0.25 0.31 0.27

---

[4]
Computed, not measured: a 2-piece molecular cluster, C3H4O3 overall, with ωB97M-V/def2-TZVPD.

Geometry (Å):
C1 -1.83 0.08 0.33
O1 -0.53 0.00 0.94
C2 0.57 -0.03 0.26
O2 0.42 0.02 -1.04
C3 2.79 -0.13 -0.30
O3 3.62 -0.21 0.48
H1 -2.53 0.08 1.17
H2 -1.92 1.00 -0.24
H3 -2.00 -0.79 -0.31
H4 1.40 -0.02 -1.29

The gap between HOMO and LUMO is 9.9 eV. As for the LUMO energy: 0.902 eV. Its max |F| is 0.033 hartree/bohr. The value obtained for the energy above the lowest of the compared OMol25 structures with the same formula, charge and spin is 73.3 kcal/mol. The value obtained for the HOMO energy is -9.019 eV. The total charge is 0. The value obtained for the total energy is -342.3392 hartree.

So, what does the Mulliken scheme give us? The charges, in e, come out as: -0.59 -0.25 0.07 -0.39 0.09 -0.18 0.21 0.29 0.29 0.46

---

[5]
Computed, not measured: a 2-piece molecular cluster, C3H4O3 overall, with ωB97M-V/def2-TZVPD.

Geometry (Å):
O1 -0.03 -1.29 -1.01
C1 0.39 0.57 -0.15
C2 1.10 -0.40 0.72
O2 2.30 -0.49 0.66
C3 -1.04 0.87 -0.09
O3 -1.89 0.08 -0.42
H1 -0.98 -1.59 -0.97
H2 1.04 1.46 -0.36
H3 0.45 -1.03 1.33
H4 -1.35 1.86 0.28

The gap between HOMO and LUMO (alpha / beta) is 8.2 / 8.1 eV. As for the LUMO energy (alpha / beta): -2.099 / -2.218 eV. Its max |F| is 0.035 hartree/bohr. The value obtained for the energy above the lowest of the compared OMol25 structures with the same formula, charge and spin is 125.1 kcal/mol. The value obtained for the HOMO energy (alpha / beta) is -10.344 / -10.358 eV. The total charge is 0. The value obtained for the total energy is -342.2566 hartree.

So, what does the Mulliken scheme give us? The charges, in e, come out as: -0.60 -0.07 0.15 -0.47 0.06 -0.46 0.35 0.34 0.34 0.35

---

[6]
Computed, not measured: a 2-piece molecular cluster, C3H4O3 overall, with ωB97M-V/def2-TZVPD.

Geometry (Å):
O1 2.70 1.17 0.57
C1 1.94 0.46 -0.02
C2 1.05 -0.26 -0.62
O2 0.81 -1.09 0.64
H1 1.08 -0.79 -1.53
H2 1.51 -1.69 0.86
C3 -2.15 0.52 -0.01
O3 -2.11 0.59 1.20
H3 -2.05 1.42 -0.64
H4 -2.79 -0.34 -0.46

The gap between HOMO and LUMO is 10.1 eV. As for the LUMO energy: 0.358 eV. Its max |F| is 0.131 hartree/bohr. The value obtained for the energy above the lowest of the compared OMol25 structures with the same formula, charge and spin is 103.9 kcal/mol. The value obtained for the HOMO energy is -9.738 eV. The total charge is 0. Its SMILES is O=C=CO.C=O. The value obtained for the total energy is -342.2903 hartree.

So, what does the Mulliken scheme give us? The charges, in e, come out as: -0.42 1.01 -0.76 -0.44 0.30 0.31 -0.09 -0.38 0.25 0.21

---

[7]
Computed, not measured: the molecule C3H4O3, with ωB97M-V/def2-TZVPD.

Geometry (Å):
O1 0.88 -1.97 1.00
C1 0.63 -0.99 0.36
C2 0.29 -0.42 -0.96
C3 -0.18 0.34 0.29
O2 0.32 1.65 0.47
O3 -1.50 0.03 0.68
H1 1.13 0.14 -1.51
H2 -0.48 -0.83 -1.65
H3 0.50 2.16 -0.37
H4 -1.58 -0.11 1.68

The gap between HOMO and LUMO is 9.6 eV. As for the LUMO energy: 0.511 eV. Its max |F| is 0.041 hartree/bohr. The value obtained for the energy above the lowest of the compared OMol25 structures with the same formula, charge and spin is 73.9 kcal/mol. The value obtained for the HOMO energy is -9.064 eV. The total charge is 0. Its SMILES is O=C1CC1(O)O. The value obtained for the total energy is -342.3381 hartree.

So, what does the Mulliken scheme give us? The charges, in e, come out as: -0.48 0.53 -0.79 0.58 -0.55 -0.52 0.29 0.26 0.32 0.37

---

[8]
Computed, not measured: the molecule C3H4O3, with ωB97M-V/def2-TZVPD.

Geometry (Å):
O1 0.53 1.67 -0.88
C1 1.13 0.83 -0.25
C2 0.67 -0.60 -0.07
O2 -0.51 -0.89 -0.80
C3 -1.69 -0.48 -0.41
O3 -1.62 0.16 0.77
H1 2.09 1.05 0.26
H2 1.43 -1.28 -0.46
H3 0.53 -0.81 1.00
H4 -2.56 0.34 0.83

The gap between HOMO and LUMO is 10.1 eV. As for the LUMO energy: 0.767 eV. Its max |F| is 0.020 hartree/bohr. The value obtained for the energy above the lowest of the compared OMol25 structures with the same formula, charge and spin is 70.1 kcal/mol. The value obtained for the HOMO energy is -9.364 eV. The total charge is 0. The value obtained for the total energy is -342.3442 hartree.

So, what does the Mulliken scheme give us? The charges, in e, come out as: -0.44 0.10 -0.40 -0.07 -0.29 -0.34 0.34 0.33 0.31 0.47

---

Q: Look up the total charge of the fourth one.
A: 0